[1]
A structure of composition C27H20ClFeIN5O7. Source: the OMol25 dataset; level of theory: the ωB97M-V functional and the def2-TZVPD basis.

## Properties
<S²>: 6.01
ΔE to the lowest compared entry with this formula, charge and spin (kJ/mol): 138.4
Multiplicity: 5
Charge: -1

Last column: Mulliken charge in e.
Positions of all 62 atoms, in Å:
Fe (-0.530, -0.244, 0.051)  1.05
Cl (3.563, -4.661, 3.543)  -0.30
C (2.170, -3.804, 2.925)  0.57
C (0.916, -4.233, 3.270)  -0.48
C (-0.211, -3.553, 2.797)  -0.31
I (-2.129, -4.220, 3.317)  -0.04
C (-0.143, -2.422, 1.975)  0.13
O (-1.148, -1.770, 1.529)  -0.52
C (1.199, -1.984, 1.645)  0.11
N (1.285, -0.858, 0.887)  1.17
C (2.460, -0.422, 0.503)  -0.43
C (3.656, -1.064, 0.872)  -1.54
C (3.599, -2.167, 1.676)  -0.88
C (2.346, -2.673, 2.095)  0.06
H (0.805, -5.099, 3.908)  0.41
H (2.467, 0.467, -0.119)  0.59
H (4.603, -0.674, 0.526)  0.47
H (4.504, -2.668, 1.997)  0.42
O (3.458, -0.772, -4.806)  -0.66
C (2.468, -0.658, -4.122)  0.39
C (1.877, 0.624, -3.592)  -0.25
O (2.005, 1.744, -4.068)  -0.74
C (1.089, 0.218, -2.434)  0.25
C (0.913, -1.182, -2.426)  1.15
O (0.210, -1.752, -1.542)  -1.06
C (1.602, -1.771, -3.581)  0.09
O (1.470, -2.883, -4.058)  -0.68
O (0.570, 0.962, -1.539)  -0.20
C (-4.155, -0.661, 1.631)  -0.94
C (-3.341, 0.501, 1.140)  0.60
O (-2.228, 0.752, 1.609)  -0.50
N (-3.926, 1.301, 0.218)  -0.15
C (-3.146, 2.242, -0.566)  -0.79
C (-2.741, 1.614, -1.880)  1.04
C (-2.529, 2.365, -3.020)  -0.94
C (-2.167, 1.713, -4.188)  -0.26
C (-2.079, 0.330, -4.185)  -0.60
C (-2.320, -0.344, -3.001)  -0.38
N (-2.621, 0.284, -1.858)  -0.12
H (-3.462, -1.481, 1.818)  0.07
H (-4.912, -0.968, 0.908)  0.38
H (-4.635, -0.401, 2.576)  0.28
H (-4.718, 0.905, -0.260)  0.28
H (-2.255, 2.491, 0.012)  0.14
H (-3.722, 3.151, -0.729)  0.39
H (-2.631, 3.444, -2.996)  0.36
H (-1.964, 2.271, -5.092)  0.40
H (-1.800, -0.218, -5.075)  0.43
H (-2.267, -1.423, -2.946)  0.39
N (0.376, 0.656, 3.158)  -0.28
C (0.971, 1.581, 2.339)  0.43
C (2.110, 2.290, 2.756)  -0.94
C (2.599, 3.291, 1.949)  -0.28
C (1.949, 3.597, 0.755)  -0.97
C (0.860, 2.830, 0.402)  -0.31
N (0.387, 1.833, 1.158)  0.51
H (0.940, 0.218, 3.863)  0.28
H (-0.368, 0.098, 2.762)  0.09
H (2.584, 2.035, 3.696)  0.38
H (3.481, 3.846, 2.248)  0.40
H (2.303, 4.385, 0.106)  0.43
H (0.349, 2.992, -0.538)  0.41

---

[2]
A structure of composition C41H46N9O7PW. Source: the OMol25 dataset; level of theory: the ωB97M-V functional and the def2-TZVPD basis.

## Properties
<S²>: 2.01
ΔE to the lowest compared entry with this formula, charge and spin (kJ/mol): 116.5
Multiplicity: 3
Charge: +2

Last column: Mulliken charge in e.
Positions of all 105 atoms, in Å:
W (-0.063, 0.625, 0.331)  2.06
O (-0.803, 2.160, 1.879)  -0.51
C (-1.687, 2.218, 0.999)  0.35
O (-2.053, 1.086, 0.468)  -0.52
C (-1.932, 3.404, 0.173)  0.46
C (-2.798, 4.463, 0.338)  -0.87
C (-2.804, 5.418, -0.662)  -0.59
C (-1.976, 5.353, -1.762)  -0.50
C (-1.094, 4.292, -1.861)  0.14
C (-1.050, 3.281, -0.907)  -0.05
O (-0.232, 2.216, -0.969)  0.62
N (-0.188, 4.294, -3.021)  0.98
O (0.945, 3.873, -2.853)  -0.63
O (-0.611, 4.734, -4.055)  -0.53
N (-3.741, 6.557, -0.548)  1.04
O (-3.756, 7.345, -1.459)  -0.60
O (-4.422, 6.596, 0.448)  -0.60
H (-3.462, 4.558, 1.185)  0.69
H (-2.013, 6.118, -2.525)  0.66
C (-0.085, -0.430, 3.489)  -0.43
C (-0.735, -1.137, 4.700)  -1.08
N (-1.603, -2.225, 4.273)  -0.16
C (-2.735, -1.644, 3.566)  -0.99
C (-2.263, -0.639, 2.495)  -0.06
N (-0.791, -0.795, 2.214)  0.72
C (-0.576, -2.265, 2.023)  1.24
C (-0.873, -3.051, 3.323)  -1.27
H (0.951, -0.734, 3.385)  0.41
H (-0.115, 0.653, 3.590)  0.30
H (-1.327, -0.435, 5.289)  0.26
H (0.043, -1.535, 5.353)  0.44
H (-3.391, -1.143, 4.278)  0.38
H (-3.307, -2.453, 3.110)  0.36
H (-2.410, 0.386, 2.833)  0.63
H (-2.805, -0.777, 1.569)  -0.38
H (0.458, -2.417, 1.733)  -0.91
H (-1.238, -2.574, 1.216)  0.13
H (0.054, -3.386, 3.792)  0.32
H (-1.463, -3.938, 3.093)  0.41
N (2.210, 1.754, -1.568)  0.05
C (3.347, 1.585, -2.249)  -0.56
C (3.655, 0.243, -2.218)  -1.69
C (2.607, -0.341, -1.509)  -0.19
N (1.714, 0.579, -1.124)  0.87
H (1.586, 2.564, -1.582)  0.09
H (3.836, 2.427, -2.709)  0.57
H (4.503, -0.248, -2.659)  0.61
H (2.469, -1.382, -1.285)  0.35
C (-4.853, -3.083, -0.398)  -0.92
C (-3.697, -3.821, -0.601)  -0.68
C (-2.514, -3.181, -0.947)  -0.75
C (-2.468, -1.792, -1.062)  0.86
C (-3.646, -1.059, -0.887)  -0.88
C (-4.828, -1.703, -0.558)  -0.69
P (-0.941, -0.928, -1.532)  2.41
C (0.226, -2.208, -2.066)  0.70
C (0.618, -2.281, -3.399)  -0.90
C (1.561, -3.222, -3.798)  -0.94
C (2.108, -4.103, -2.880)  -0.97
C (1.700, -4.056, -1.551)  -0.72
C (0.766, -3.114, -1.149)  -0.11
C (-1.367, 0.008, -3.027)  0.64
C (-0.436, 0.861, -3.627)  -0.20
C (-0.745, 1.520, -4.804)  -0.82
C (-1.987, 1.335, -5.400)  -0.93
C (-2.904, 0.470, -4.829)  -0.85
C (-2.596, -0.200, -3.651)  -0.86
H (-5.777, -3.582, -0.141)  0.44
H (-3.716, -4.898, -0.514)  0.49
H (-1.638, -3.785, -1.140)  0.47
H (-3.651, 0.013, -1.023)  0.58
H (-5.734, -1.125, -0.434)  0.51
H (0.206, -1.600, -4.130)  0.50
H (1.861, -3.264, -4.836)  0.50
H (2.837, -4.834, -3.200)  0.47
H (2.094, -4.766, -0.835)  0.53
H (0.440, -3.109, -0.121)  0.03
H (0.539, 1.008, -3.194)  0.33
H (-0.015, 2.181, -5.254)  0.58
H (-2.230, 1.856, -6.316)  0.44
H (-3.865, 0.307, -5.297)  0.49
H (-3.323, -0.883, -3.236)  0.49
C (4.928, -1.750, 1.840)  -0.71
C (3.598, -2.430, 1.596)  -0.64
N (2.558, -1.409, 1.431)  1.04
C (2.654, -0.131, 1.843)  -0.17
N (1.720, 0.743, 1.477)  0.09
C (2.130, 2.158, 1.652)  -0.61
C (2.591, 2.375, 3.078)  -0.56
C (3.818, 1.518, 3.293)  -0.87
N (3.684, 0.212, 2.629)  0.23
C (4.752, -0.744, 2.954)  -0.77
H (5.261, -1.239, 0.932)  0.29
H (5.688, -2.481, 2.110)  0.42
H (3.341, -3.094, 2.425)  0.38
H (3.612, -3.025, 0.682)  0.26
H (1.917, -1.553, 0.657)  -1.22
H (1.300, 2.814, 1.408)  -0.02
H (2.938, 2.385, 0.948)  0.40
H (1.789, 2.102, 3.765)  0.22
H (2.839, 3.420, 3.260)  0.39
H (4.011, 1.334, 4.351)  0.47
H (4.703, 2.002, 2.872)  0.43
H (4.511, -1.243, 3.899)  0.29
H (5.658, -0.160, 3.114)  0.45

---

[3]
A cluster of 3 separate species, H6O3 in total. Source: the OMol25 dataset; level of theory: the ωB97M-V functional and the def2-TZVPD basis.

## Properties
ΔE to the lowest compared entry with this formula, charge and spin (kJ/mol): 72.1
Structure (SMILES): O.O.O
Charge: 0

Last column: Mulliken charge in e.
Positions of all 9 atoms, in Å:
O (-0.788, 0.172, -1.339)  -0.70
H (0.165, 0.111, -1.145)  0.39
H (-0.883, 0.493, -2.229)  0.31
O (-0.643, -0.431, 1.256)  -0.68
H (-0.832, 0.432, 1.690)  0.37
H (-1.179, -0.434, 0.444)  0.43
O (1.354, 0.195, 0.155)  -0.83
H (2.258, -0.035, 0.017)  0.26
H (0.549, -0.226, 0.726)  0.45

---

[4]
A cluster of 2 separate species, C8H14O in total. Source: the OMol25 dataset; level of theory: the ωB97M-V functional and the def2-TZVPD basis.

## Properties
<S²>: 0.80
Multiplicity: 2
Charge: +1

Last column: Mulliken charge in e.
Positions of all 23 atoms, in Å:
C (-0.382, -2.391, -0.143)  -1.15
C (-1.029, -1.375, -1.088)  -0.60
C (-0.184, -0.139, -1.246)  0.62
C (0.447, 0.167, -2.425)  -0.92
C (-0.843, 0.827, 0.939)  -0.14
C (-0.016, 0.763, -0.161)  -0.08
C (-0.250, 3.005, 1.851)  -0.66
C (-0.620, 1.731, 2.036)  -0.38
H (-1.042, -3.243, 0.028)  0.37
H (-0.150, -1.956, 0.829)  0.34
H (0.558, -2.764, -0.542)  0.35
H (-1.176, -1.838, -2.060)  0.41
H (-2.026, -1.087, -0.752)  0.35
H (1.057, 1.052, -2.561)  0.29
H (0.355, -0.451, -3.308)  0.32
H (-1.711, 0.183, 1.033)  0.41
H (0.822, 1.450, -0.230)  0.51
H (-0.143, 3.692, 2.689)  0.29
H (-0.100, 3.443, 0.867)  0.29
H (-0.798, 1.328, 3.026)  0.36
H (2.079, -0.912, -0.306)  0.30
H (2.457, -0.424, 1.105)  0.33
O (2.693, -1.060, 0.419)  -0.61

---

[5]
An isolated molecule of C6H9N. Source: the OMol25 dataset; level of theory: the ωB97M-V functional and the def2-TZVPD basis.

## Properties
ΔE to the lowest compared entry with this formula, charge and spin (kJ/mol): 253.1
Structure (SMILES): C=C(C)CCC#N
Charge: 0

Last column: Mulliken charge in e.
Positions of all 16 atoms, in Å:
C (-0.424, 1.261, 0.751)  -0.76
C (0.220, 0.087, 0.565)  0.46
C (0.366, -0.887, 1.697)  -1.46
C (0.919, -0.139, -0.759)  -0.29
C (-0.149, 0.338, -1.748)  -0.66
C (-1.342, -0.360, -1.148)  0.35
N (-2.168, -1.099, -0.809)  -0.48
H (-0.363, 1.721, 1.721)  0.32
H (-1.069, 1.785, 0.047)  0.26
H (0.544, -1.913, 1.343)  0.35
H (-0.559, -0.912, 2.289)  0.34
H (1.200, -0.571, 2.324)  0.36
H (1.234, -1.165, -0.985)  0.30
H (1.832, 0.477, -0.706)  0.27
H (-0.107, -0.062, -2.753)  0.37
H (-0.135, 1.440, -1.829)  0.26

---

[6]
An isolated molecule of C3H5N3O. Source: the OMol25 dataset; level of theory: the ωB97M-V functional and the def2-TZVPD basis.

## Properties
ΔE to the lowest compared entry with this formula, charge and spin (kJ/mol): 172.4
Structure (SMILES): OCc1nc[nH]n1
Charge: 0

Last column: Mulliken charge in e.
Positions of all 12 atoms, in Å:
O (-2.595, 0.914, -0.143)  -0.51
C (-1.626, -0.039, 0.183)  -0.36
C (-0.099, 0.177, 0.026)  0.51
N (0.522, -0.914, 0.572)  -0.51
C (1.785, -0.707, 0.351)  -0.04
N (1.996, 0.457, -0.271)  0.05
N (0.726, 1.059, -0.524)  -0.68
H (-2.604, 1.057, -1.095)  0.31
H (-1.800, -1.003, -0.325)  0.27
H (-1.764, -0.250, 1.249)  0.28
H (2.535, -1.434, 0.625)  0.42
H (2.924, 0.683, -0.647)  0.24

---

Values for calculated total energy, hartree, ordered as above
-3863.1473; -3017.2816; -229.2976; -388.0985; -288.6857; -356.7917